ORCA calculation (ωB97M-V/def2-TZVPD) on a molecular structure, C28H42AsF6MnO21 in a non-equilibrium geometry.

Each line ends with the Mulliken charge.
Geometry (Å):
Mn 19.9570 -6.9888 -6.6993  1.1586
As 19.9824 -10.7320 -5.7481  2.0892
F 19.8158 -12.4305 -5.3379  -0.6284
F 20.6603 -11.2244 -7.2664  -0.3332
F 20.1589 -9.0287 -6.2324  0.8673
F 19.2608 -10.2771 -4.2366  -0.6482
F 21.5396 -10.6294 -4.9581  -0.4670
F 18.3804 -10.7034 -6.4594  -0.6586
C 19.3435 -9.6471 -12.9168  -1.3751
C 18.9087 -8.6721 -11.8306  0.4597
C 17.6676 -9.1095 -11.0474  -0.4809
O 18.0159 -8.6778 -9.7270  -0.2402
C 19.2577 -8.2674 -9.6648  0.4410
O 19.8258 -7.8384 -8.6885  -0.4073
O 19.8966 -8.5100 -10.8355  -0.2804
H 18.5734 -9.8073 -13.6689  0.4088
H 19.6566 -10.6259 -12.5481  0.2259
H 20.2556 -9.2837 -13.3945  0.3599
H 18.6903 -7.7075 -12.3013  0.3399
H 17.4909 -10.1817 -11.1029  0.3347
H 16.8090 -8.5764 -11.4474  0.3104
C 25.4669 -9.8831 -5.1985  -1.2149
C 25.0425 -9.3356 -6.5524  0.3237
C 24.2100 -10.2656 -7.4130  -0.3105
O 23.1642 -9.4273 -7.8974  -0.0624
C 23.0675 -8.3470 -7.1265  0.3079
O 22.2160 -7.4965 -7.1796  -0.5213
O 24.1120 -8.2661 -6.3010  -0.2832
H 25.9985 -10.8272 -5.3233  0.4093
H 24.5618 -10.1887 -4.6606  0.0829
H 25.9507 -9.1371 -4.5759  0.3616
H 25.9165 -8.9916 -7.1083  0.3200
H 23.7495 -11.0719 -6.8327  0.0057
H 24.8074 -10.7650 -8.1733  0.5002
C 15.6249 -10.0568 -3.0891  -0.9874
C 15.6673 -8.6366 -3.6077  0.5192
C 16.4492 -7.6441 -2.7250  -0.4993
O 17.4604 -7.1876 -3.6070  -0.2922
C 17.3454 -7.6777 -4.8000  0.4545
O 18.1326 -7.5227 -5.7054  -0.6349
O 16.3244 -8.5500 -4.8767  -0.2253
H 15.1273 -10.7941 -3.7138  0.0705
H 15.0879 -10.0553 -2.1378  0.3932
H 16.6652 -10.3479 -2.9121  0.2078
H 14.6258 -8.3111 -3.6714  0.2743
H 16.8847 -8.1121 -1.8447  0.2857
H 15.8099 -6.8047 -2.4597  0.3272
C 16.9855 -13.7766 -7.6746  -0.9688
C 15.9856 -14.1388 -6.5974  0.3457
C 16.3886 -13.6756 -5.1568  -0.1958
O 15.3112 -12.8498 -4.7392  -0.3092
C 14.3911 -12.7698 -5.7045  0.6870
O 13.3825 -12.1318 -5.6174  -0.5636
O 14.7483 -13.4567 -6.7832  -0.4185
H 16.5663 -13.7962 -8.6828  0.3595
H 17.9178 -14.3296 -7.6298  0.4318
H 17.1351 -12.6981 -7.5339  0.0000
H 15.8126 -15.2160 -6.6372  0.3271
H 17.3428 -13.1604 -5.0521  0.0101
H 16.4249 -14.5674 -4.5274  0.2721
C 21.4297 -12.2915 -1.1877  -1.2337
C 21.4968 -13.1701 -2.4221  0.9506
C 22.7462 -13.1134 -3.3192  0.3230
O 22.8054 -14.4802 -3.7586  -0.3909
C 22.1272 -15.2925 -2.9453  0.5367
O 22.1329 -16.4705 -3.0276  -0.5242
O 21.4638 -14.5387 -2.0294  -0.4428
H 22.0512 -12.7308 -0.4082  0.4225
H 20.4030 -12.1166 -0.8785  0.3484
H 21.8563 -11.3053 -1.3973  0.0867
H 20.6119 -13.0149 -3.0458  -0.1343
H 23.6384 -12.8946 -2.7293  0.3375
H 22.6315 -12.4736 -4.1848  -0.2852
C 24.3477 -6.8167 -2.0450  -1.4742
C 23.1263 -7.6929 -2.2511  0.6054
C 21.9053 -7.2324 -1.4435  -0.5311
O 20.8582 -7.1946 -2.4226  -0.2741
C 21.3880 -7.2459 -3.6405  0.2432
O 20.7206 -7.0324 -4.6317  -0.4445
O 22.6760 -7.4824 -3.6173  -0.0770
H 24.8180 -6.9212 -1.0682  0.4138
H 24.0967 -5.7841 -2.2901  0.3733
H 25.1547 -7.0758 -2.7355  0.2782
H 23.4244 -8.7370 -2.1659  0.2028
H 22.0215 -6.2400 -1.0095  0.2796
H 21.6092 -7.9429 -0.6742  0.3340
C 19.5195 -12.5342 -9.6165  -0.9280
C 20.9549 -12.1881 -9.9934  1.0346
C 22.0108 -12.9046 -9.1221  0.5215
O 22.7567 -13.6668 -10.0969  -0.4101
C 22.2549 -13.4664 -11.3328  0.4770
O 22.6315 -14.0031 -12.3263  -0.5468
O 21.2351 -12.6090 -11.3165  -0.4628
H 19.2730 -13.5828 -9.7805  0.4295
H 18.8956 -11.9269 -10.2729  -0.0087
H 19.3452 -12.2884 -8.5720  0.0032
H 21.0722 -11.1050 -9.9217  -0.1753
H 21.5575 -13.6382 -8.4582  0.2294
H 22.5968 -12.1907 -8.5530  -0.3528

Values from the calculation:
multiplicity = 6
total charge = +1
E = -6658.24582 hartree
energy relative to the best compared isomer or geometry (same formula, charge and spin) = 0.00 kcal per mole
max |F| = 2.63 eV Å⁻¹
expectation value of S² = 8.752
molecular weight = 958.47 g mol⁻¹
HOMO energy (alpha / beta) = -12.4 / -12.4 eV